# 1
Computed, not measured: a cluster of 6 separate species, C2H14ClO5 in total, with ωB97M-V/def2-TZVPD.

Positions of all 22 atoms, in Å:
Cl1 -0.123 -0.700 -0.577
C1 0.624 -1.503 3.378
O1 1.331 -1.262 2.149
H1 1.246 -1.302 4.250
H2 -0.180 -0.768 3.410
H3 0.406 -2.563 3.511
H4 0.746 -1.176 1.393
C2 0.604 2.158 1.794
O2 -0.683 1.948 1.342
H5 1.148 2.653 0.989
H6 0.640 2.755 2.705
H7 1.158 1.241 1.991
H8 -0.526 1.186 0.779
O3 -2.591 0.142 -2.604
H9 -1.985 -0.178 -1.935
H10 -3.050 -0.642 -2.907
O4 0.081 1.592 -2.696
H11 0.982 1.658 -3.012
H12 0.087 0.836 -2.109
O5 0.235 -1.801 -4.196
H13 -0.298 -2.567 -4.408
H14 0.151 -1.705 -3.247

Forces on atoms 1 to 3 (eV/Å):
Cl -0.108 -0.190 -0.011
C 0.691 0.621 -1.012
O 0.954 -0.426 1.660

Results
Relative energy (zero: lowest compared OMol25 entry of this formula, charge and spin) ... 0.205 eV
Kohn-Sham gap ... 0.3479 hartree
Net charge ... -1
Largest force on an atom ... 2.0 eV Å⁻¹
Multiplicity ... 1

# 2
Computed, not measured: a structure of composition C4H8F2IN, with ωB97M-V/def2-TZVPD.

Positions of all 16 atoms, in Å:
C1 0.987 -0.223 -0.848
C2 0.295 -0.019 0.545
C3 -1.199 -0.174 0.593
C4 -3.072 1.069 -0.296
N1 -1.762 0.846 -0.229
F1 -3.405 1.949 1.183
F2 -3.469 1.928 -1.236
I1 -4.414 -0.577 0.002
H1 2.006 -0.424 -0.761
H2 0.599 -0.967 -1.402
H3 1.073 0.617 -1.374
H4 0.369 1.019 1.018
H5 0.888 -0.805 1.240
H6 -1.449 -1.099 0.160
H7 -1.391 0.017 1.700
H8 -1.073 1.169 -0.863

Forces on atoms 1 to 3 (eV/Å):
C -0.254 0.480 4.223
C 2.582 -0.595 1.276
C 0.989 0.378 2.075

Results
Relative energy (zero: lowest compared OMol25 entry of this formula, charge and spin) ... 1.130 eV
Kohn-Sham gap ... 0.3679 hartree
Largest force on an atom ... 4.5 eV Å⁻¹
Multiplicity ... 1

# 3
Computed, not measured: a cluster of 2 separate species, C9H25N3O6P2S3 in total, with ωB97M-V/def2-TZVPD.

Positions of all 48 atoms, in Å:
N1 1.595 2.524 3.642
P1 0.318 2.082 4.589
S1 0.027 -0.020 4.164
O1 0.863 -0.401 2.908
O2 0.680 -0.811 5.364
N2 -1.642 -0.526 4.104
S2 -2.620 0.513 3.097
O3 -3.460 -0.448 2.170
O4 -1.830 1.441 2.145
P2 -4.059 1.518 4.346
O5 -3.292 2.657 5.465
O6 -5.407 2.210 3.487
S3 -4.823 0.107 5.514
H1 2.369 2.912 4.249
H2 -0.840 2.875 4.204
H3 0.586 2.348 5.988
H4 -3.037 2.097 6.261
H5 -5.214 3.133 3.142
C1 0.331 -2.746 -4.758
C2 -0.576 -1.952 -3.831
C3 -0.244 -0.458 -3.722
C4 1.219 -0.039 -3.543
N3 1.899 -0.242 -2.173
C5 1.494 0.825 -1.148
C6 0.289 0.246 -0.439
C7 0.482 -1.263 -0.466
C8 1.613 -1.549 -1.444
C9 3.411 -0.137 -2.431
H6 1.385 -2.666 -4.479
H7 0.068 -3.808 -4.713
H8 0.220 -2.412 -5.793
H9 -0.583 -2.419 -2.846
H10 -1.607 -2.045 -4.195
H11 -0.885 0.002 -2.965
H12 -0.570 -0.007 -4.669
H13 1.299 1.035 -3.754
H14 1.841 -0.539 -4.292
H15 2.323 0.939 -0.442
H16 1.307 1.777 -1.651
H17 -0.636 0.528 -0.948
H18 0.206 0.629 0.584
H19 -0.446 -1.763 -0.748
H20 0.747 -1.634 0.529
H21 1.434 -2.349 -2.157
H22 2.512 -1.817 -0.873
H23 3.614 0.835 -2.889
H24 3.698 -0.954 -3.100
H25 3.944 -0.229 -1.480

Forces on atoms 1 to 3 (eV/Å):
N -1.067 0.026 2.441
P 3.168 3.215 -2.020
S 2.821 -6.827 0.103

Results
Kohn-Sham gap ... 0.2818 hartree
Largest force on an atom ... 8.5 eV Å⁻¹
Multiplicity ... 1

# 4
Computed, not measured: the ion C4H8NO2 with charge +1, with ωB97M-V/def2-TZVPD.

Positions of all 15 atoms, in Å:
C1 0.174 0.494 -2.218
C2 0.622 -0.002 -1.093
C3 1.150 0.155 0.340
C4 -0.086 0.057 1.341
N1 -0.352 -1.121 -1.735
O1 0.057 1.061 2.301
O2 -1.273 0.148 0.714
H1 -0.295 0.921 -3.113
H2 1.773 -0.668 0.625
H3 1.742 1.137 0.339
H4 -0.036 -0.930 1.685
H5 -1.151 -1.142 -1.143
H6 0.007 -1.923 -2.173
H7 -0.473 0.930 3.111
H8 -1.859 0.883 1.017

Forces on atoms 1 to 3 (eV/Å):
C -0.789 -3.476 1.796
C -1.288 -0.247 -1.291
C -0.550 1.467 -1.431

Results
SMILES ... OC(O)CC1=C[NH2+]1
Relative energy (zero: lowest compared OMol25 entry of this formula, charge and spin) ... 4.225 eV
Kohn-Sham gap ... 0.4052 hartree
Net charge ... +1
Largest force on an atom ... 5.5 eV Å⁻¹
Multiplicity ... 1

# 5
Computed, not measured: a structure of composition C28H15F4N4O5PRuSe2, with ωB97M-V/def2-TZVPD.

Positions of all 60 atoms, in Å:
Ru1 0.194 -0.236 -0.688
O1 -0.912 3.485 1.122
C1 -0.760 2.494 0.295
O2 0.135 1.658 0.416
C2 -1.725 2.474 -0.861
O3 -1.877 1.154 -1.346
C3 -2.993 0.430 -0.803
C4 -2.601 -0.469 0.347
O4 -3.380 -0.867 1.160
O5 -1.310 -0.852 0.377
H1 -0.210 3.476 1.799
H2 -2.671 2.943 -0.593
H3 -1.262 3.069 -1.654
H4 -3.785 1.108 -0.490
H5 -3.382 -0.196 -1.607
Se1 2.076 0.184 -2.116
P1 1.290 -1.442 -3.436
Se2 -0.534 -1.896 -2.282
C5 2.443 -2.773 -3.396
C6 3.814 -2.500 -3.458
C7 4.709 -3.552 -3.498
C8 4.240 -4.861 -3.470
C9 2.881 -5.129 -3.398
C10 1.971 -4.086 -3.359
C11 0.951 -0.795 -5.047
C12 2.044 -0.401 -5.829
C13 1.821 0.101 -7.097
C14 0.521 0.201 -7.584
C15 -0.559 -0.194 -6.809
C16 -0.352 -0.690 -5.531
H6 4.186 -1.482 -3.460
H7 5.772 -3.356 -3.542
H8 4.946 -5.681 -3.494
H9 2.528 -6.150 -3.359
H10 0.913 -4.305 -3.285
H11 3.060 -0.495 -5.465
H12 2.657 0.406 -7.711
H13 0.352 0.589 -8.579
H14 -1.564 -0.120 -7.200
H15 -1.197 -0.997 -4.929
F1 -0.281 -0.859 3.319
C17 -0.965 -1.992 3.471
C18 -2.040 -1.997 4.274
F2 -2.387 -0.879 4.870
C19 -2.838 -3.193 4.492
C20 -2.336 -4.385 3.824
C21 -1.266 -4.360 3.008
F3 -0.868 -5.480 2.426
C22 -0.543 -3.147 2.728
C23 0.463 -3.088 1.787
C24 1.060 -1.866 1.413
N1 1.520 -0.882 1.004
C25 0.814 -4.144 0.875
N2 1.061 -4.906 0.052
F4 -2.957 -5.525 4.019
C26 -3.974 -3.191 5.236
C27 -4.494 -2.016 5.879
N3 -4.974 -1.114 6.402
C28 -4.792 -4.353 5.439
N4 -5.508 -5.234 5.608

Forces on atoms 1 to 3 (eV/Å):
Ru -0.299 0.299 -0.037
O 0.106 -0.061 -0.090
C 0.092 0.117 0.108

Results
Relative energy (zero: lowest compared OMol25 entry of this formula, charge and spin) ... 0.432 eV
Kohn-Sham gap (spin up / spin down) ... 0.2225 / 0.1950 hartree
Net charge ... +2
Largest force on an atom ... 0.5 eV Å⁻¹
Multiplicity ... 5
<S²> ... 6.08

# 6
Computed, not measured: a cluster of 3 separate species, CH2ClNO2S in total, with ωB97M-V/def2-TZVPD.

Positions of all 8 atoms, in Å:
C1 1.619 -1.093 -1.794
N1 1.283 -0.678 -0.821
O1 -1.218 0.454 -0.255
O2 -1.198 -1.928 0.397
S1 -0.705 -0.599 0.609
Cl1 -0.472 2.569 2.720
H1 2.035 -1.526 -2.713
H2 -1.345 2.801 1.857

Forces on atoms 1 to 3 (eV/Å):
C 2.164 -2.250 -4.945
N -0.880 1.599 3.647
O 0.318 -1.061 0.965

Results
Relative energy (zero: lowest compared OMol25 entry of this formula, charge and spin) ... 1.376 eV
Kohn-Sham gap ... 0.3952 hartree
Largest force on an atom ... 5.8 eV Å⁻¹
Multiplicity ... 1

# 7
Computed, not measured: a cluster of 3 separate species, C2H12NO2S in total, with ωB97M-V/def2-TZVPD.

Positions of all 18 atoms, in Å:
C1 0.473 -0.209 0.725
C2 0.015 1.137 0.138
S1 -0.768 1.069 -1.525
N1 -0.600 -1.070 1.169
H1 1.131 -0.110 1.684
H2 1.131 -0.592 -0.079
H3 0.694 2.075 0.359
H4 -0.819 1.688 0.818
H5 0.365 1.120 -2.429
H6 -0.322 -2.054 1.141
H7 -1.535 -0.976 0.481
H8 -0.900 -0.742 2.154
H9 -4.047 -1.292 1.554
H10 -3.396 -2.494 1.281
O1 -3.245 -1.546 1.009
H11 5.122 0.682 -0.926
H12 5.042 -0.772 -0.646
O2 4.631 0.082 -0.304

Forces on atoms 1 to 3 (eV/Å):
C 3.364 2.078 0.680
C -1.476 3.606 2.397
S 1.731 0.056 -0.512

Results
Relative energy (zero: lowest compared OMol25 entry of this formula, charge and spin) ... 2.247 eV
Kohn-Sham gap ... 0.3512 hartree
Net charge ... +1
Largest force on an atom ... 4.6 eV Å⁻¹
Multiplicity ... 1